# 1
Computed, not measured: 2 unconnected molecules or ions with the total composition C2H2ClNO2 at a distorted geometry, with the ωB97M-V functional and the def2-TZVPD basis.

The geometry in XYZ format:
```
8
Properties=species:S:1:pos:R:3:forces:R:3
O -1.381 -0.981 -0.362 -1.11 -0.32 0.01
O 2.286 -1.610 -0.105 -0.24 0.45 0.60
C 1.793 -0.969 0.692 1.15 -1.13 -0.12
H -1.188 1.518 0.175 0.12 -0.10 -0.05
H -2.171 -0.435 -0.158 0.46 0.01 -0.03
C -0.277 0.950 -0.035 -0.87 -0.24 0.12
Cl 1.175 1.808 0.094 0.39 0.61 -0.11
N -0.236 -0.280 -0.301 0.10 0.71 -0.42
```
Forces are in eV/Å.

## Properties
electronic energy = -742.7426 Ha
F_max = 1.6 eV/A
2S+1 = 1
E_LUMO = 0.605 eV
orbital gap = 10.74 eV

---

# 2
Computed, not measured: a gas-phase ion, C2H2ClO3PS (charge -2) at a distorted geometry, with the ωB97M-V functional and the def2-TZVPD basis.

The geometry in XYZ format:
```
10
Properties=species:S:1:pos:R:3:forces:R:3
O 0.724 -1.196 1.887 0.58 -0.38 2.71
S -2.254 2.106 -0.337 0.06 0.30 0.31
H -1.722 0.025 -1.370 1.19 0.95 1.57
Cl 2.979 -0.087 -0.497 0.55 0.23 -0.12
P 0.368 -0.968 0.501 0.93 -0.58 -4.54
O 0.028 -2.173 -0.379 0.28 1.26 0.72
C 1.213 0.479 -0.410 -1.12 -1.50 1.24
O -1.047 -0.033 0.565 -0.07 -0.11 3.00
C -1.488 0.621 -0.380 -2.69 -0.02 -4.48
H 1.198 1.228 0.418 0.30 -0.15 -0.40
```
Forces are in eV/Å.

## Properties
net charge = -2
electronic energy = -1502.8778 Ha
F_max = 5.2 eV/A
2S+1 = 1
E_LUMO = 5.479 eV
SMILES = [O-]P([O-])(=CCl)OC=S
orbital gap = 4.86 eV

---

# 3
Computed, not measured: C2H2ClP in the gas phase at a distorted geometry, with the ωB97M-V functional and the def2-TZVPD basis.

The geometry in XYZ format:
```
6
Properties=species:S:1:pos:R:3:forces:R:3
Cl -1.265 -1.536 1.149 -0.35 -0.31 0.29
H 0.420 1.334 0.642 0.13 0.15 0.26
C 0.004 -1.232 0.164 0.95 2.65 -1.06
P 1.181 -0.597 -0.784 -0.18 -0.62 0.26
C 0.286 0.895 -0.329 -0.33 -1.97 0.43
H -0.627 1.136 -0.843 -0.22 0.11 -0.19
```
Forces are in eV/Å.

## Properties
electronic energy = -878.7908 Ha
F_max = 3.0 eV/A
2S+1 = 1
E_LUMO = 0.214 eV
SMILES = C=P#CCl
orbital gap = 8.30 eV

---

# 4
Computed, not measured: a molecular structure, C2H2CoO3 at a distorted geometry, with the ωB97M-V functional and the def2-TZVPD basis.

The geometry in XYZ format:
```
8
Properties=species:S:1:pos:R:3:forces:R:3
O 0.396 0.393 -1.526 0.33 -0.94 0.78
C 0.184 0.752 0.437 -0.29 2.70 0.62
H 0.274 -1.488 1.173 -0.58 -0.48 0.90
O 0.635 -1.270 0.310 -0.50 -0.18 -3.57
C -0.256 -0.340 -0.459 2.23 0.31 2.35
H 0.248 1.057 1.481 -0.08 -0.14 -0.35
Co -2.256 -0.558 -0.800 -0.05 -0.10 -0.35
O 0.775 1.455 -0.616 -1.06 -1.17 -0.39
```
Forces are in eV/Å.

## Properties
net charge = +2
electronic energy = -1684.6987 Ha
F_max = 3.6 eV/A
2S+1 = 6
E_LUMO (spin up / spin down) = -12.510 / -14.735 eV
orbital gap (spin up / spin down) = 5.52 / 6.57 eV

---

Question: What is the 2S+1 in the first record?
Answer: 1

---

Question: Among the records above, which one has the lowest electronic energy?
Answer: C2H2CoO3

---

Question: Which of these has the highest electronic energy?
Answer: C2H2ClNO2